No. 1
DFT (ωB97M-V/def2-TZVPD) results for 9 unconnected molecules or ions with the total composition C4H26N2O8 in a non-equilibrium geometry.

The SMILES is C=NCCCN.O.O.O.O.O.O.O.O. The value obtained for the energy above the lowest of the compared OMol25 structures with the same formula, charge and spin is 103.90 kcal per mole. The calculation puts the frontier orbital gap at 9.467 eV.

Last column: Mulliken charge in e.
Element x y z (Å)
C (0.028, 0.046, -0.384)  -0.003
N (-0.798, 0.972, -0.091)  0.192
C (-0.719, 1.784, 1.144)  -0.486
C (-0.159, 0.776, 2.186)  -0.674
C (-1.328, 0.327, 3.100)  -0.656
N (-2.699, 0.047, 2.443)  -0.589
H (-0.032, -0.308, -1.511)  0.216
H (0.792, -0.453, 0.186)  -0.490
H (0.011, 2.618, 0.859)  0.340
H (-1.766, 1.987, 1.497)  0.081
H (0.399, 1.484, 2.980)  0.228
H (0.584, 0.068, 2.071)  0.601
H (-1.495, 0.848, 3.969)  0.401
H (-0.985, -0.622, 3.521)  0.280
H (-3.215, 0.861, 2.364)  0.295
H (-2.795, -0.562, 1.621)  0.230
O (4.001, -0.474, -0.922)  -0.638
H (3.438, -0.373, -0.101)  0.300
H (3.604, -1.235, -1.391)  0.322
O (2.609, 2.757, -1.287)  -0.563
H (1.811, 3.041, -1.536)  0.290
H (2.581, 1.864, -1.541)  0.308
O (1.647, -2.232, 2.394)  -0.611
H (2.204, -2.858, 2.923)  0.298
H (1.126, -1.796, 3.069)  0.295
O (-0.277, -2.006, -3.275)  -0.528
H (0.409, -2.618, -3.258)  0.272
H (-0.698, -1.986, -4.178)  0.279
O (-2.533, -1.006, -1.657)  -0.524
H (-2.178, -1.621, -1.189)  0.274
H (-1.978, -0.243, -1.789)  0.257
O (-3.453, 2.092, -0.839)  -0.623
H (-3.395, 1.821, 0.046)  0.297
H (-2.536, 1.866, -1.171)  0.357
O (1.500, 1.669, -3.509)  -0.632
H (1.382, 0.929, -4.145)  0.306
H (0.740, 1.726, -2.958)  0.290
O (1.485, -3.322, -0.190)  -0.622
H (1.049, -2.541, -0.205)  0.202
H (1.639, -3.324, 0.753)  0.429

No. 2
DFT (ωB97M-V/def2-TZVPD) results for a molecular structure, C24H56BeN8O12SY in a non-equilibrium geometry.

The value obtained for the energy above the lowest of the compared OMol25 structures with the same formula, charge and spin is 0.00 kcal per mole. The net charge is +3. The calculation puts the frontier orbital gap at 5.013 eV.

Last column: Mulliken charge in e.
Element x y z (Å)
Y (-1.733, -0.924, -0.447)  2.309
Be (3.576, 1.013, 0.206)  0.939
S (1.085, 0.010, -0.229)  0.934
O (0.260, -0.933, 0.539)  0.363
O (1.623, 1.172, 0.541)  -0.118
O (2.328, -0.550, -0.791)  -0.711
O (0.022, 0.370, -1.176)  -0.288
C (0.600, -2.295, -2.760)  -0.090
O (-0.389, -1.934, -2.111)  -0.649
N (1.012, -1.758, -3.894)  0.238
C (2.307, -2.091, -4.527)  -0.907
C (0.300, -0.662, -4.501)  -0.691
H (1.245, -3.085, -2.359)  0.329
H (2.999, -1.283, -4.299)  0.321
H (2.075, -2.258, -5.576)  0.337
H (2.746, -3.027, -4.188)  0.334
H (0.275, -0.644, -5.589)  0.582
H (-0.708, -0.624, -4.095)  -0.119
H (0.721, 0.301, -4.202)  0.092
C (2.483, 3.155, 2.275)  0.763
O (3.320, 3.110, 1.343)  -0.706
N (2.425, 4.189, 3.089)  0.134
C (1.369, 4.357, 4.068)  -0.906
C (3.431, 5.253, 3.109)  -0.928
H (1.620, 2.490, 2.376)  -0.086
H (0.805, 3.445, 4.278)  0.249
H (0.630, 5.062, 3.684)  0.286
H (1.724, 4.690, 5.041)  0.387
H (2.976, 6.242, 3.053)  0.341
H (3.911, 5.211, 4.087)  0.341
H (4.110, 5.111, 2.276)  0.318
C (2.895, 3.864, -2.195)  -0.038
O (3.220, 2.933, -1.471)  -0.478
N (1.992, 3.917, -3.179)  0.251
C (1.747, 5.124, -3.953)  -0.879
C (1.197, 2.763, -3.525)  -0.836
H (3.293, 4.878, -2.026)  0.353
H (1.949, 5.136, -5.021)  0.321
H (2.291, 5.949, -3.488)  0.304
H (0.716, 5.446, -3.786)  0.344
H (1.395, 1.974, -2.783)  -0.285
H (0.125, 2.788, -3.340)  0.293
H (1.603, 2.233, -4.387)  0.627
C (-2.335, 1.405, -2.925)  -0.162
O (-2.609, 0.524, -2.094)  -0.847
N (-2.654, 1.340, -4.207)  0.291
C (-2.634, 2.592, -4.957)  -0.876
C (-3.181, 0.126, -4.841)  -0.979
H (-1.912, 2.381, -2.662)  0.481
H (-2.590, 2.560, -6.046)  0.353
H (-1.661, 3.063, -4.794)  0.261
H (-3.476, 3.232, -4.703)  0.355
H (-3.372, -0.709, -4.173)  0.279
H (-4.131, 0.408, -5.291)  0.399
H (-2.452, -0.203, -5.579)  0.373
C (-1.644, 2.349, 0.719)  0.211
O (-1.900, 1.154, 0.592)  -0.709
N (-1.782, 3.082, 1.823)  0.360
C (-1.773, 4.523, 1.668)  -0.954
C (-1.885, 2.543, 3.159)  -0.757
H (-1.223, 2.936, -0.110)  0.070
H (-1.255, 4.895, 0.782)  0.359
H (-1.496, 5.041, 2.585)  0.326
H (-2.733, 5.010, 1.449)  0.358
H (-0.886, 2.536, 3.600)  0.096
H (-2.517, 3.166, 3.791)  0.463
H (-2.332, 1.552, 3.204)  0.179
C (-1.438, -4.182, 0.652)  0.405
O (-1.632, -3.146, -0.015)  -0.683
N (-2.415, -4.879, 1.198)  0.148
C (-2.111, -5.861, 2.264)  -0.972
C (-3.806, -4.540, 0.915)  -0.936
H (-0.443, -4.467, 1.002)  0.042
H (-1.048, -5.811, 2.490)  0.338
H (-2.208, -6.850, 1.811)  0.367
H (-2.815, -5.704, 3.074)  0.368
H (-4.461, -5.156, 1.526)  0.373
H (-3.991, -3.484, 1.095)  0.250
H (-3.994, -4.821, -0.122)  0.331
C (2.997, -4.801, 2.788)  0.008
O (2.709, -3.997, 3.654)  -0.542
N (2.736, -4.623, 1.473)  0.308
C (3.237, -5.559, 0.489)  -0.970
C (2.070, -3.442, 0.959)  -0.567
H (3.397, -5.802, 3.005)  0.307
H (2.400, -6.169, 0.130)  0.305
H (3.929, -6.281, 0.917)  0.360
H (3.692, -5.030, -0.348)  0.284
H (1.283, -3.841, 0.310)  -0.060
H (1.614, -2.876, 1.761)  -0.048
H (2.719, -2.919, 0.254)  0.493
C (-2.731, -1.645, 2.952)  -0.203
O (-2.482, -1.362, 1.770)  -0.568
N (-1.791, -1.656, 3.895)  0.306
C (-2.037, -2.331, 5.159)  -0.971
C (-0.440, -1.214, 3.588)  -0.825
H (-3.625, -2.154, 3.333)  0.315
H (-1.788, -1.719, 6.025)  0.319
H (-1.357, -3.186, 5.224)  0.391
H (-3.028, -2.759, 5.297)  0.333
H (-0.444, -0.345, 2.934)  -0.072
H (0.125, -1.027, 4.496)  0.438
H (0.042, -1.989, 2.990)  0.326

No. 3
DFT (ωB97M-V/def2-TZVPD) results for C15H13BrF3N3O3S in the gas phase.

The SMILES is Cn1nc(C(F)(F)F)c(-c2ccc(Br)cc2)c1NC(=O)CSCC(=O)O. The calculation puts the frontier orbital gap at 8.482 eV.

Last column: Mulliken charge in e.
Element x y z (Å)
C (2.690, 2.320, -0.503)  -0.839
N (1.278, 2.168, -0.294)  0.869
N (0.523, 3.214, 0.002)  -1.164
C (-0.714, 2.757, 0.115)  -0.537
C (-1.832, 3.671, 0.471)  1.009
F (-2.690, 3.108, 1.341)  -0.238
F (-2.573, 4.026, -0.599)  -0.261
F (-1.413, 4.809, 1.031)  -0.279
C (-0.775, 1.362, -0.097)  0.545
C (-1.938, 0.482, -0.009)  0.547
C (-3.111, 0.785, -0.695)  -0.269
C (-4.203, -0.057, -0.617)  -0.792
C (-4.119, -1.204, 0.152)  0.121
Br (-5.617, -2.371, 0.256)  -0.204
C (-2.967, -1.520, 0.850)  -0.785
C (-1.882, -0.672, 0.766)  0.201
C (0.549, 1.027, -0.362)  -0.742
N (1.159, -0.178, -0.663)  0.205
C (0.576, -1.207, -1.350)  0.556
O (-0.547, -1.186, -1.786)  -0.583
C (1.508, -2.397, -1.493)  -0.886
S (1.416, -3.521, -0.055)  -0.106
C (1.992, -2.466, 1.336)  -0.100
C (3.394, -2.026, 1.046)  0.432
O (3.675, -1.058, 0.372)  -0.653
O (4.304, -2.830, 1.566)  -0.461
H (2.934, 3.361, -0.304)  0.297
H (2.954, 2.075, -1.533)  0.302
H (3.257, 1.677, 0.174)  0.274
H (-3.164, 1.671, -1.308)  0.528
H (-5.110, 0.174, -1.155)  0.430
H (-2.919, -2.418, 1.446)  0.444
H (-0.983, -0.905, 1.319)  0.351
H (2.148, -0.254, -0.426)  0.210
H (2.545, -2.097, -1.643)  0.410
H (1.171, -3.016, -2.324)  0.430
H (1.961, -3.117, 2.206)  0.400
H (1.316, -1.620, 1.448)  -0.034
H (5.206, -2.566, 1.320)  0.373

No. 4
DFT (ωB97M-V/def2-TZVPD) results for 9 unconnected molecules or ions with the total composition C5H27NO9 in a non-equilibrium geometry.

The SMILES is CCCCC(N)=O.O.O.O.O.O.O.O.O. The value obtained for the energy above the lowest of the compared OMol25 structures with the same formula, charge and spin is 34.57 kcal per mole. The calculation puts the frontier orbital gap at 11.093 eV.

Last column: Mulliken charge in e.
Element x y z (Å)
C (0.640, -2.927, 0.397)  -0.741
C (1.196, -2.673, -0.996)  0.145
C (0.230, -2.313, -2.157)  -0.982
C (-1.126, -1.660, -1.878)  -1.078
C (-1.086, -0.217, -1.449)  0.771
N (-2.295, 0.225, -0.913)  -0.325
O (-0.191, 0.603, -1.494)  -0.466
H (0.711, -3.948, 0.802)  0.348
H (-0.380, -2.618, 0.512)  0.176
H (1.061, -2.217, 1.108)  -0.129
H (1.978, -1.892, -0.997)  -0.011
H (1.780, -3.588, -1.197)  0.353
H (0.841, -1.753, -2.844)  0.367
H (0.010, -3.137, -2.836)  0.434
H (-1.868, -1.883, -2.624)  0.568
H (-1.448, -2.344, -1.063)  0.326
H (-2.343, 1.133, -0.495)  0.054
H (-3.171, -0.155, -1.225)  0.246
O (-1.851, 1.937, 1.598)  -0.637
H (-1.512, 2.486, 2.338)  0.257
H (-1.426, 2.429, 0.891)  0.303
O (-0.618, -0.675, 2.495)  -0.599
H (-1.230, -1.091, 3.108)  0.295
H (-1.140, -0.061, 1.991)  0.336
O (-3.522, 0.157, 2.428)  -0.677
H (-2.868, 0.858, 2.630)  0.430
H (-3.383, 0.036, 1.485)  0.307
O (2.322, 2.026, -0.421)  -0.514
H (2.707, 2.071, 0.457)  0.283
H (2.692, 1.280, -0.899)  0.303
O (2.731, 0.253, -2.618)  -0.732
H (1.783, 0.038, -2.435)  0.285
H (3.269, -0.492, -2.345)  0.319
O (0.103, 3.520, -1.281)  -0.707
H (-0.195, 2.625, -1.492)  0.425
H (1.072, 3.352, -1.206)  0.322
O (0.084, 3.543, 1.677)  -0.652
H (0.160, 3.848, 0.776)  0.334
H (1.002, 3.565, 1.991)  0.273
O (2.050, 0.108, 2.846)  -0.658
H (1.112, 0.254, 2.995)  0.368
H (2.116, -0.702, 2.339)  0.277